(1)
Molecular formula: C9H8N2Se3TaTe
Method: DFT, ωB97M-V/def2-TZVPD

## Properties
- frontier orbital gap (spin up / spin down) (eV) = 5.45 / 5.46
- max |F| (hartree/bohr) = 0.032
- net charge = +3
- ΔE to the lowest compared entry with this formula, charge and spin (kJ/mol) = 293.8
- HOMO (spin up / spin down) (eV) = -18.40 / -18.40

Each line ends with the Mulliken charge.
CARTESIAN COORDINATES (ANGSTROEM)
Ta (-1.481558, -1.779051, -0.001563)  1.261
N (0.794275, -1.788068, -0.001401)  -0.608
C (1.346750, -0.422685, -0.000725)  0.788
C (2.685089, -0.128646, -0.000466)  -0.582
C (3.101012, 1.219409, 0.000186)  -0.755
C (2.177388, 2.231634, 0.000548)  -0.996
C (0.791638, 1.933304, 0.000282)  0.713
C (-0.220988, 2.911255, 0.000614)  -0.208
C (-1.559471, 2.542698, 0.000320)  -0.883
C (-1.883821, 1.204303, -0.000286)  0.127
N (-0.944508, 0.219866, -0.000631)  -0.210
C (0.394504, 0.585519, -0.000354)  -0.105
H (1.161672, -2.293629, -0.813962)  0.475
H (1.161547, -2.294331, 0.810773)  0.475
H (3.428446, -0.918318, -0.000752)  0.515
H (4.158953, 1.443132, 0.000392)  0.448
H (2.493294, 3.267345, 0.001039)  0.477
H (0.053793, 3.960628, 0.001101)  0.514
H (-2.348821, 3.281230, 0.000565)  0.440
H (-2.926034, 0.894338, -0.000510)  0.221
Se (-3.974568, -1.970497, -0.001879)  0.332
Se (-4.758638, -4.111665, -0.001171)  0.081
Te (-2.840210, -5.658406, 0.002483)  0.507
Se (-0.809736, -4.329374, 0.005396)  -0.027

Cartesian forces (eV/Å) of the 2 atoms listed first:
Ta -0.8 -1.3 0.0
N 0.5 0.1 0.0

***

(2)
Molecular formula: C9H8N3
Method: DFT, ωB97M-V/def2-TZVPD

## Properties
- frontier orbital gap (spin up / spin down) (eV) = 6.82 / 6.15
- max |F| (hartree/bohr) = 0.055
- net charge = +1
- ΔE to the lowest compared entry with this formula, charge and spin (kJ/mol) = 462.1
- HOMO (spin up / spin down) (eV) = -11.98 / -12.10

Each line ends with the Mulliken charge.
CARTESIAN COORDINATES (ANGSTROEM)
C (3.271323, -0.863864, 0.564964)  0.037
C (3.629990, 0.314800, -0.049983)  -0.400
C (2.462857, 1.009996, -0.258970)  -0.584
C (0.149194, 1.506040, 0.171726)  -0.763
C (-1.112924, 1.312758, 0.790827)  0.016
C (1.127038, 0.546357, 0.039478)  1.073
C (1.000342, -0.882477, 0.290297)  0.180
C (-1.239845, -1.864748, -0.161219)  0.058
C (-2.193656, -0.768507, 0.014684)  -0.601
N (2.193501, -1.450481, 0.527999)  -0.455
N (0.045549, -1.842447, 0.095353)  -0.041
N (-1.912790, 0.336526, 0.818946)  -0.491
H (4.622756, 0.693610, -0.199461)  0.434
H (2.551371, 2.040676, -0.571146)  0.337
H (0.413965, 2.528692, -0.049832)  0.372
H (-1.428258, 2.155045, 1.409322)  0.394
H (-1.655278, -2.830691, -0.409255)  0.424
H (-2.523632, -0.411739, -0.974231)  0.341
H (-3.095865, -1.234002, 0.447390)  0.337
H (0.498966, -2.756987, 0.120187)  0.333

Cartesian forces (eV/Å) of the 2 atoms listed first:
C 1.9 -0.8 0.7
C -1.3 0.8 -0.4

***

(3)
Molecular formula: C9H8N3
Method: DFT, ωB97M-V/def2-TZVPD

## Properties
- frontier orbital gap (eV) = 9.92
- max |F| (hartree/bohr) = 0.119
- net charge = +1
- ΔE to the lowest compared entry with this formula, charge and spin (kJ/mol) = 288.2
- HOMO (eV) = -13.74

Each line ends with the Mulliken charge.
CARTESIAN COORDINATES (ANGSTROEM)
C (2.348735, 1.131842, -0.307725)  0.062
C (-2.430421, 0.635310, -0.303134)  -0.315
C (-2.179208, 1.909128, 0.104806)  -0.577
C (-0.284432, 0.843181, 0.122184)  0.011
C (0.099884, -1.955579, -0.715803)  -0.652
C (-1.092576, -1.367475, -0.533580)  -0.286
C (1.684068, -0.893490, 1.127278)  -1.020
C (1.414709, -1.261400, -0.309403)  0.045
C (1.484000, 0.131201, 0.104266)  0.779
N (3.111746, 1.936656, -0.524872)  -0.319
N (-1.218332, -0.003783, -0.305700)  0.135
N (-0.847317, 2.024000, 0.397383)  -0.064
H (-3.318342, 0.227735, -0.579868)  0.477
H (-2.785371, 2.716628, 0.218659)  0.509
H (0.258121, -2.951726, -0.966281)  0.499
H (-1.985501, -1.843005, -0.608859)  0.446
H (1.032942, -1.184634, 1.843557)  0.309
H (2.663129, -1.089466, 1.370894)  0.351
H (2.286954, -1.709919, -0.968777)  0.343
H (-0.242786, 2.704794, 0.834966)  0.265

Cartesian forces (eV/Å) of the 2 atoms listed first:
C 0.0 -0.6 0.4
C 2.1 2.6 0.9